No. 1
Entry from the Open Molecules 2025 dataset: a molecular structure, C24H24ClMnN6O6S (wB97M-V/def2-TZVPD).

⟨S²⟩: 0.866
Gap between HOMO and LUMO (spin up / spin down): 6.712 / 6.697 eV
Energy: -3718.5383 hartree
ΔE to the lowest compared entry with this formula, charge and spin: 0.0 kJ/mol
Largest force on an atom: 0.0208 hartree/bohr

Geometry as ORCA input:
```
! RIJCOSX wB97M-V def2-TZVPD def2/J DEFGRID3
* xyz -1 2
Mn -0.181 0.364 1.010
C 2.728 1.712 -1.395
C 2.758 0.496 -0.540
N 1.808 0.032 0.255
C 2.305 -1.112 0.819
C 3.564 -1.354 0.373
N 3.839 -0.317 -0.481
C 4.556 -2.436 0.558
O 4.181 -3.450 1.308
O 5.635 -2.360 0.008
C 1.473 -1.835 1.805
O 1.858 -2.948 2.221
O 0.425 -1.223 2.132
H 1.697 2.020 -1.542
H 3.198 1.510 -2.358
H 3.264 2.535 -0.917
H 4.711 -0.231 -0.980
H 3.218 -3.330 1.623
S -2.334 0.378 1.953
C -3.232 1.771 1.319
C -2.768 3.080 1.474
C -3.471 4.161 0.967
C -4.679 3.973 0.306
C -5.171 2.681 0.174
C -4.458 1.600 0.673
H -1.846 3.237 2.018
H -3.071 5.161 1.092
H -5.226 4.817 -0.095
H -6.117 2.510 -0.328
H -4.845 0.595 0.552
Cl 2.842 8.230 0.822
C 2.177 6.613 0.881
C 1.471 6.135 -0.210
C 0.952 4.850 -0.158
C 1.137 4.059 0.969
C 1.840 4.563 2.056
C 2.367 5.845 2.018
C 0.570 2.672 1.001
O 0.622 1.992 2.055
O 0.041 2.200 -0.041
H 1.330 6.761 -1.080
H 0.386 4.446 -0.986
H 1.965 3.935 2.928
H 2.915 6.252 2.856
C -1.714 -5.380 0.605
C -3.017 -5.088 -0.132
C -2.904 -5.439 -1.611
C -3.489 -3.648 0.052
N -2.492 -2.660 -0.339
C -1.458 -2.166 0.324
N -0.890 -1.238 -0.415
N -1.629 -1.163 -1.548
N -2.585 -2.008 -1.516
H -1.470 -6.441 0.532
H -1.769 -5.124 1.664
H -0.877 -4.828 0.175
H -3.804 -5.703 0.322
H -2.158 -4.810 -2.100
H -3.850 -5.293 -2.133
H -2.599 -6.478 -1.744
H -3.761 -3.436 1.087
H -4.355 -3.444 -0.576
H -1.137 -2.467 1.306
*
```

=====

No. 2
Entry from the Open Molecules 2025 dataset: a molecular structure, C24H24F24N12O16S8Zn (wB97M-V/def2-TZVPD).

Gap between HOMO and LUMO: 0.811 eV
Energy: -10150.8898 hartree
ΔE to the lowest compared entry with this formula, charge and spin: 1781.2 kJ/mol
Largest force on an atom: 0.0925 hartree/bohr

Geometry as ORCA input:
```
! RIJCOSX wB97M-V def2-TZVPD def2/J DEFGRID3
* xyz -2 1
Zn -4.844 -1.662 0.088
C -0.768 2.908 -13.144
F -2.105 2.827 -13.169
F -0.358 2.903 -14.366
F -0.318 3.966 -12.440
S -0.050 1.242 -12.478
O -0.997 0.620 -11.633
O 0.382 0.476 -13.615
N 1.509 1.685 -11.837
S 1.099 1.938 -10.317
O -0.168 2.630 -10.045
O 1.281 0.727 -9.534
C 2.479 3.184 -9.772
F 3.583 2.579 -10.090
F 2.444 4.322 -10.474
F 2.496 3.392 -8.443
C -10.345 -1.890 3.264
F -9.249 -1.870 4.088
F -11.092 -3.046 3.285
F -11.121 -0.916 3.774
S -9.860 -1.336 1.435
O -11.156 -0.843 0.934
O -8.764 -0.401 1.492
N -9.056 -2.694 0.679
S -10.320 -3.492 0.039
O -11.433 -3.814 1.009
O -10.766 -2.852 -1.172
C -9.495 -5.133 -0.511
F -10.416 -5.927 -1.029
F -8.574 -4.908 -1.467
F -8.888 -5.731 0.457
C 14.025 -3.017 5.525
F 14.668 -1.837 5.761
F 14.583 -3.622 4.520
F 14.152 -3.793 6.631
S 12.125 -2.573 5.204
O 11.248 -3.731 5.393
O 11.775 -1.426 6.000
N 12.275 -2.018 3.483
S 11.955 -3.287 2.568
O 12.487 -3.040 1.218
O 12.453 -4.518 3.122
C 10.010 -3.545 2.605
F 9.427 -2.363 2.953
F 9.655 -3.775 1.368
F 9.491 -4.413 3.388
C 0.971 -0.138 -0.579
F 1.164 -1.432 -0.265
F 2.144 0.436 -0.972
F 0.077 -0.189 -1.554
S 0.201 0.857 0.938
O 0.269 -0.020 2.075
O 0.937 2.079 1.099
N -1.463 1.089 0.362
S -1.548 2.639 -0.055
O -0.493 3.196 -0.926
O -2.879 2.809 -0.656
C -1.494 3.574 1.607
F -1.722 2.765 2.587
F -0.318 4.045 1.845
F -2.452 4.505 1.688
C 6.903 -3.462 -6.333
C 7.722 -4.658 -6.178
N 8.408 -5.600 -6.136
H 6.915 -3.010 -7.325
H 7.170 -2.638 -5.672
H 5.900 -3.736 -6.004
C -1.986 -4.640 7.419
C -2.730 -3.976 6.342
N -3.360 -3.470 5.512
H -1.807 -5.707 7.287
H -2.519 -4.441 8.349
H -0.951 -4.306 7.495
C -0.676 -8.338 -2.104
C -1.444 -7.256 -1.477
N -2.025 -6.369 -0.964
H -1.247 -9.263 -2.180
H 0.228 -8.657 -1.586
H -0.406 -8.283 -3.158
C -2.397 7.196 8.863
C -1.983 7.917 10.064
N -1.582 8.516 10.964
H -1.671 7.428 8.085
H -3.368 7.499 8.471
H -2.539 6.133 9.057
C 6.594 6.498 2.250
C 7.566 5.608 2.847
N 8.343 4.797 3.226
H 5.705 5.974 1.900
H 6.997 7.055 1.404
H 6.271 7.216 3.003
C -10.887 7.710 3.740
C -12.147 7.213 4.322
N -13.153 6.802 4.803
H -11.000 7.483 2.679
H -10.172 6.961 4.082
H -10.852 8.784 3.920
C 4.761 0.342 7.316
C 3.424 0.313 7.795
N 2.333 0.234 8.226
H 5.186 -0.589 7.693
H 5.341 1.174 7.716
H 4.733 0.486 6.236
C -6.557 0.338 -7.812
C -6.009 -0.174 -6.449
N -5.633 -0.561 -5.398
H -6.399 1.416 -7.814
H -7.624 0.132 -7.730
H -6.230 -0.226 -8.685
*
```